A.
{"formula": "C2H7NO3", "method": "the ωB97M-V functional and the def2-TZVPD basis", "charge": 0, "molar_mass_g_mol": 93.08, "homo_ev": -10.400, "elements": ["O", "C", "N", "C", "O", "H", "H", "H", "H", "H", "O", "H", "H"], "coordinates": [[1.448, -0.146, 1.243], [1.195, -1.289, 0.958], [0.031, -1.731, 0.403], [-0.888, -0.719, -0.138], [-0.689, -0.560, -1.507], [1.898, -2.101, 1.190], [0.120, -2.533, -0.212], [-1.884, -1.131, -0.042], [-0.716, 0.151, 0.495], [0.038, 0.037, -1.724], [-0.837, 3.624, -0.676], [-1.459, 2.899, -0.538], [-0.043, 3.305, -0.231]], "lowdin_charge": [0.025, -0.372, 0.038, -0.264, -0.028, 0.129, 0.134, 0.122, 0.117, 0.100, -0.061, 0.027, 0.033]}

***

B.
{"formula": "C2H7NO3", "method": "the ωB97M-V functional and the def2-TZVPD basis", "charge": 0, "molar_mass_g_mol": 93.08, "homo_ev": -10.053, "elements": ["C", "N", "C", "O", "O", "H", "H", "H", "H", "H", "O", "H", "H"], "coordinates": [[1.375, 1.186, -1.646], [0.311, 1.196, -0.532], [-0.250, 0.255, 0.343], [-1.187, 0.577, 1.066], [0.378, -1.007, 0.460], [2.401, 1.216, -1.247], [1.422, 0.267, -2.092], [1.186, 1.976, -2.350], [-0.114, 2.111, -0.503], [0.299, -1.319, 1.391], [-1.754, -2.239, 2.049], [-1.917, -1.359, 1.644], [-2.149, -2.860, 1.417]], "lowdin_charge": [-0.028, 0.044, -0.524, 0.042, 0.049, 0.083, 0.037, 0.075, 0.121, 0.110, -0.075, 0.018, 0.046]}

***

C.
{"formula": "C2H7NO3", "method": "the ωB97M-V functional and the def2-TZVPD basis", "charge": 0, "molar_mass_g_mol": 93.08, "homo_ev": -9.762, "elements": ["N", "C", "C", "O", "O", "H", "H", "H", "H", "H", "O", "H", "H"], "coordinates": [[0.917, 0.996, -1.691], [0.538, 0.753, -0.304], [-0.093, -0.585, 0.016], [-0.575, -1.234, -0.937], [0.404, -1.248, 1.116], [1.852, 0.808, -1.925], [0.330, 0.684, -2.394], [-0.132, 1.533, -0.020], [1.506, 0.861, 0.292], [0.774, -2.137, 0.909], [-2.172, -0.034, 1.882], [-2.121, -0.432, 0.963], [-1.229, 0.036, 2.093]], "lowdin_charge": [0.033, -0.178, -0.481, 0.073, 0.049, 0.054, 0.045, 0.103, 0.151, 0.148, -0.066, 0.051, 0.018]}

***

D.
{"formula": "C2H7NO3", "method": "the ωB97M-V functional and the def2-TZVPD basis", "charge": 0, "molar_mass_g_mol": 93.08, "homo_ev": [-9.462, -8.277], "elements": ["C", "O", "O", "H", "H", "H", "H", "C", "O", "N", "H", "H", "H"], "coordinates": [[1.244, 1.802, 0.109], [1.117, 0.749, 1.083], [-1.030, 0.166, 0.837], [-0.748, -0.172, 1.700], [0.616, 2.615, 0.469], [0.896, 1.444, -0.857], [2.293, 2.102, 0.077], [-1.552, -1.699, -1.067], [1.624, -0.411, 0.640], [-0.973, -1.480, 0.036], [0.140, -1.613, 0.103], [-2.610, -1.477, -1.168], [-1.019, -2.025, -1.962]], "lowdin_charge": [-0.040, -0.230, -0.144, 0.028, 0.096, 0.093, 0.092, -0.073, -0.075, -0.020, 0.130, 0.071, 0.070]}

***

Energies relative to the minimum, kcal/mol: A 5.7; B 0.0; C 22.2; D 195.8

***

A.
{"formula": "C4H9O3", "method": "the ωB97M-V functional and the def2-TZVPD basis", "s_squared": 0.7550, "charge": 0, "molar_mass_g_mol": 105.11, "homo_ev": [-10.087, -10.142], "spin_multiplicity": 2, "elements": ["C", "O", "C", "C", "C", "O", "H", "H", "H", "H", "H", "H", "H", "H", "H", "O"], "coordinates": [[0.212, -0.200, -1.028], [0.001, -1.181, -0.143], [1.554, 0.532, -0.512], [1.458, 1.042, 0.931], [0.048, 1.032, 1.487], [-0.780, 1.829, 1.126], [0.508, -0.500, -2.043], [-0.607, 0.524, -1.097], [2.222, -0.293, -0.648], [1.737, 1.320, -1.240], [1.906, 2.025, 1.083], [2.057, 0.360, 1.529], [-0.191, 0.239, 2.216], [-2.809, -2.090, -0.823], [-1.303, -2.077, -0.977], [-2.105, -2.449, -1.386]], "lowdin_charge": [-0.312, -0.001, -0.106, -0.148, -0.277, 0.059, 0.122, 0.128, 0.100, 0.119, 0.121, 0.108, 0.126, 0.044, -0.021, -0.062]}

***

B.
{"formula": "C4H9O3", "method": "the ωB97M-V functional and the def2-TZVPD basis", "s_squared": 0.7551, "charge": 0, "molar_mass_g_mol": 105.11, "homo_ev": [-9.527, -9.525], "spin_multiplicity": 2, "elements": ["C", "C", "O", "H", "H", "H", "H", "H", "H", "C", "C", "O", "O", "H", "H", "H"], "coordinates": [[0.656, 0.180, -1.714], [0.797, -0.222, -3.190], [1.266, -0.842, -0.936], [1.131, 1.134, -1.469], [-0.406, 0.240, -1.498], [1.189, -1.223, -3.270], [1.029, -0.703, -0.011], [1.510, 0.445, -3.676], [-0.092, 0.098, -3.733], [-0.878, 0.542, 3.306], [-1.161, -0.464, 2.117], [-2.154, -1.166, 2.450], [-0.527, -0.358, 1.094], [-0.037, 0.152, 3.866], [-1.767, 0.753, 3.891], [-0.557, 1.434, 2.770]], "lowdin_charge": [-0.324, -0.079, -0.102, 0.107, 0.091, 0.072, 0.038, 0.059, 0.067, 0.059, -0.599, 0.259, 0.086, 0.090, 0.081, 0.095]}

***

Energies relative to the minimum, kcal/mol: A 9.7; B 0.0